1.
{
  "formula": "C6H16NOS",
  "method": "ωB97M-V/def2-TZVPD",
  "homo_energy_ev": [-9.17, -14.18],
  "s_squared": 2.0050,
  "homo_lumo_gap_ev": [6.443, 8.436],
  "spin_multiplicity": 3,
  "de_lowest_kj_mol": 159.2,
  "total_energy_ev": -20840.412,
  "charge": 1,
  "elements": ["C", "C", "C", "C", "C", "C", "N", "O", "S", "H", "H", "H", "H", "H", "H", "H", "H", "H", "H", "H", "H", "H", "H", "H", "H"],
  "coordinates": [[1.10802, 0.76874, -0.60528], [-0.15969, -1.38663, 3.46704], [-1.75510, 1.40149, -0.65867], [1.54200, 0.03956, -1.90418], [0.33253, -0.05474, -2.82723], [0.71813, -0.68790, 4.19081], [-0.81013, -0.58151, -2.03863], [-0.47767, 0.88064, 1.58221], [-0.54354, 0.13867, 0.14672], [1.77635, 0.68057, 0.33913], [-0.05257, 0.50418, 2.31797], [-1.16401, -1.32453, 3.80783], [0.18400, -2.32813, 2.98132], [-1.35216, 1.76086, -1.62950], [-2.71516, 0.99856, -0.83109], [-1.85877, 2.06870, 0.16936], [2.47365, 0.56339, -2.29915], [1.82774, -1.01639, -1.67170], [-0.05472, 0.80036, -3.26257], [0.69866, -0.78592, -3.55670], [0.70625, 0.07898, 5.04061], [1.72063, -0.83139, 3.87488], [-1.57839, -0.36233, -2.62706], [0.87144, 1.73824, -0.76902], [-0.71770, -1.56928, -1.92603]],
  "atomic_forces_ev_per_a": [[0.6, -3.6, 2.3], [-5.8, -5.0, -4.1], [1.8, -0.4, 0.8], [0.5, 0.5, 1.4], [1.5, -2.6, 0.9], [7.2, 6.0, 5.3], [1.7, 0.1, -0.5], [-1.2, 2.4, -2.0], [-0.3, 0.6, -1.6], [-0.8, 0.1, -1.9], [1.1, -1.6, 1.5], [-1.1, -0.3, -0.5], [-0.5, 0.6, 0.7], [0.0, 0.1, 1.2], [-0.9, -1.1, -0.1], [0.1, 1.1, 0.0], [-1.4, -0.6, 0.2], [0.0, 0.8, -0.1], [0.0, 2.0, -1.1], [-0.7, 0.4, -0.5], [-0.9, -1.7, -1.2], [1.1, 0.3, -0.2], [-1.3, -0.3, -0.1], [-0.4, 3.3, -0.5], [-0.2, -0.8, -0.1]]
}

2.
{
  "formula": "C6H16NP",
  "method": "ωB97M-V/def2-TZVPD",
  "homo_energy_ev": -8.44,
  "smiles": "C/C=C/CC.C[PH2]=N",
  "homo_lumo_gap_ev": 9.541,
  "spin_multiplicity": 1,
  "de_lowest_kj_mol": 181.0,
  "total_energy_ev": -17257.346,
  "elements": ["C", "C", "C", "C", "C", "H", "H", "H", "H", "H", "H", "H", "H", "H", "H", "C", "P", "N", "H", "H", "H", "H", "H", "H"],
  "coordinates": [[-0.02926, -2.19476, 1.79791], [0.53349, -1.38305, 0.58718], [0.92121, -0.13305, 0.50474], [1.40198, 0.40541, -0.80448], [2.96877, 0.44349, -0.93676], [0.76586, -2.36265, 2.59823], [-0.72940, -1.48048, 2.17605], [-0.54509, -3.16917, 1.50915], [0.69604, -2.01678, -0.36030], [1.13546, 0.56306, 1.33080], [1.08306, -0.32461, -1.62840], [0.94971, 1.37403, -0.92343], [3.18071, -0.31318, -0.15589], [3.49373, 0.23226, -1.90361], [3.48411, 1.36424, -0.41499], [-2.41747, 1.37456, -1.46288], [-2.19403, 0.64778, 0.15628], [-1.13680, 1.43845, 0.97590], [-2.34157, 0.73866, -2.40661], [-1.42001, 1.89627, -1.45879], [-3.31013, 1.98985, -1.55986], [-3.51341, 0.36855, 0.63475], [-1.95645, -0.74706, -0.22289], [-1.02053, 1.28817, 1.96791]],
  "atomic_forces_ev_per_a": [[1.4, 0.2, -0.6], [0.1, -3.5, -0.6], [1.6, 0.7, 0.2], [0.7, -1.0, -2.0], [0.8, 0.9, 2.6], [-1.0, 0.0, -1.1], [-0.9, 0.0, 0.9], [0.8, 1.4, 0.3], [-0.6, 1.1, 1.3], [-0.6, -0.6, -0.1], [0.0, 1.2, 1.0], [-0.2, 0.5, -0.5], [0.8, -0.2, -0.9], [-0.9, 0.2, 0.8], [-1.2, -1.3, -1.3], [1.6, -0.1, -1.4], [-0.9, -2.2, -0.3], [-0.7, 0.5, -0.2], [-0.3, 0.2, 1.7], [-1.2, 0.5, -0.4], [0.4, 0.4, 0.2], [0.3, 0.4, 0.1], [0.3, 0.8, 0.4], [-0.2, -0.1, -0.1]]
}

3.
{
  "formula": "C6H16NS",
  "method": "ωB97M-V/def2-TZVPD",
  "homo_energy_ev": [-13.94, -13.94],
  "homo_lumo_gap_ev": [9.886, 9.887],
  "spin_multiplicity": 1,
  "de_lowest_kj_mol": 259.1,
  "total_energy_ev": -18797.975,
  "charge": 1,
  "elements": ["C", "C", "C", "C", "C", "C", "N", "S", "H", "H", "H", "H", "H", "H", "H", "H", "H", "H", "H", "H", "H", "H", "H", "H"],
  "coordinates": [[-0.39147, 2.16722, -1.64342], [-0.14780, -1.05444, -1.60949], [-1.14785, -1.13673, 1.60028], [0.99918, -0.38421, 2.18373], [-0.38461, 1.25936, -0.33300], [0.42646, -0.03013, -0.63747], [0.17169, -1.03310, 1.18190], [2.18019, 0.18028, -0.84743], [0.59468, 2.47937, -1.60865], [-1.07560, 3.06525, -1.41822], [-0.83007, 1.83276, -2.53485], [-0.35070, -0.44002, -2.50720], [-1.01235, -1.63449, -1.18467], [0.52058, -1.74423, -2.02710], [-1.67990, -1.95598, 1.09167], [-1.26024, -1.37840, 2.71151], [-1.70131, -0.16281, 1.35829], [1.65834, 0.20749, 1.65077], [0.36153, 0.35761, 2.79420], [1.57209, -1.03958, 2.75848], [-1.40313, 0.99592, -0.23023], [0.17792, 1.71860, 0.50979], [0.54243, -1.83347, 0.80564], [2.17993, -0.43627, -2.06453]],
  "atomic_forces_ev_per_a": [[-1.8, 1.6, 3.7], [-1.5, 1.3, 0.5], [-4.0, -0.1, 1.0], [-2.0, 1.9, 0.4], [1.5, -1.2, -1.9], [-0.6, -0.5, 0.4], [1.1, 3.1, -0.9], [-0.6, 0.0, -0.2], [1.8, 1.1, -1.3], [1.2, -1.1, 0.0], [0.0, -1.3, -1.2], [-0.9, -0.3, 0.4], [0.5, 1.0, -0.7], [1.4, -1.2, 0.1], [0.2, 0.4, 0.0], [0.3, 0.5, -1.4], [0.6, -1.4, 0.7], [1.8, 1.3, -0.8], [1.0, -1.5, -0.8], [0.5, -1.2, 1.2], [-1.0, -0.3, 1.1], [-1.1, 0.3, -0.5], [1.2, -2.5, -0.6], [0.2, 0.1, 0.7]]
}

4.
{
  "formula": "C6H16O",
  "method": "ωB97M-V/def2-TZVPD",
  "homo_energy_ev": -10.21,
  "smiles": "CC(C)C.CCO",
  "homo_lumo_gap_ev": 11.104,
  "spin_multiplicity": 1,
  "de_lowest_kj_mol": 88.1,
  "total_energy_ev": -8528.320,
  "elements": ["C", "C", "C", "C", "H", "H", "H", "H", "H", "H", "H", "H", "H", "H", "C", "C", "O", "H", "H", "H", "H", "H", "H"],
  "coordinates": [[0.18561, 1.89692, 1.35506], [-0.74401, 1.25270, 0.32044], [-1.81216, 0.32563, 0.95358], [-1.50880, 2.31267, -0.48223], [1.20859, 1.92720, 0.97086], [0.15517, 1.39478, 2.31557], [-0.05233, 2.95307, 1.49612], [-0.21359, 0.68066, -0.44251], [-2.29287, 0.74624, 1.83192], [-2.51361, 0.10209, 0.15103], [-1.47232, -0.67810, 1.24255], [-1.95194, 1.82424, -1.35271], [-2.30287, 2.86739, 0.01675], [-0.78929, 3.07269, -0.81191], [2.50736, -2.21865, -0.79193], [1.04459, -2.45285, -1.23715], [0.18335, -2.88225, -0.18305], [2.56163, -1.19192, -0.41651], [3.07998, -2.14677, -1.71723], [2.93757, -2.91687, -0.08591], [0.65383, -1.49070, -1.56069], [1.06905, -3.23575, -1.98652], [0.06704, -2.14244, 0.41445]],
  "atomic_forces_ev_per_a": [[0.4, 0.2, -0.6], [-1.4, 0.1, 0.7], [0.6, -0.7, -0.7], [0.7, 0.3, -0.6], [0.1, -0.2, 0.2], [0.1, -0.1, 0.1], [-0.3, -0.1, 0.2], [0.3, -0.1, 0.3], [-0.2, 0.3, -0.1], [-0.5, 0.1, 0.2], [0.4, 0.3, 0.1], [0.0, 0.2, -0.1], [0.0, -0.3, 0.5], [-0.2, -0.1, -0.3], [-0.7, 1.3, -0.8], [0.8, -0.1, 1.4], [0.1, -0.4, -0.2], [0.2, -0.2, 0.5], [0.4, -0.4, 0.0], [-0.1, -0.3, 0.0], [0.0, -0.1, -0.9], [-0.6, 0.1, -0.2], [0.0, 0.1, 0.2]]
}